# 1
Formula: C30H75N5O14STi2
Source: the OMol25 dataset
Level of theory: the ωB97M-V functional and the def2-TZVPD basis

Calculated values
Charge: 0
E: -4611.96768 a.u.
E_HOMO (alpha / beta): -3.9 / -8.0 eV
Energy relative to the best compared isomer or geometry (same formula, charge and spin): 0.0000 eV
⟨S²⟩: 12.003
Orbital gap (alpha / beta): 3.91 / 7.92 eV
2S+1: 7
Lowest unoccupied orbital energy (alpha / beta): -0.017 / -0.053 eV

Cartesian coordinates (Å):
Ti 1.55517 1.73825 0.32627
Ti -0.27024 -3.43457 -1.59263
S 0.96403 -1.11144 -0.22942
O 0.76769 -2.54104 0.17180
O 0.23507 -0.98873 -1.52997
O 0.39265 -0.17090 0.73764
O 2.38171 -0.78471 -0.42292
C 4.60499 -6.16470 0.99744
O 3.61984 -5.23331 0.62164
C 3.66765 -3.99989 1.30794
C 3.07529 -4.01499 2.71859
N 1.64826 -3.79886 2.68259
C 0.98125 -3.31540 3.87207
C 1.13120 -4.21983 5.09504
O 0.13289 -3.86999 6.03448
C -1.06888 -4.57670 5.92614
H 4.47339 -7.00582 0.31650
H 4.47122 -6.56979 2.00883
H 5.61251 -5.74419 0.90940
H 3.06517 -3.34666 0.67433
H 4.67264 -3.55794 1.28719
H 3.64817 -3.22955 3.24365
H 3.26228 -4.99580 3.16738
H 1.34333 -3.31177 1.84767
H -0.07707 -3.20724 3.62992
H 1.34519 -2.30795 4.14688
H 2.10488 -4.07178 5.56465
H 1.07644 -5.26711 4.77624
H -1.83952 -3.95033 5.45457
H -1.41558 -4.92206 6.90002
H -1.06351 -5.45797 5.26939
C 5.05917 3.19493 -4.25423
O 4.00601 2.25267 -4.13905
C 2.96852 2.70764 -3.32189
C 1.85821 1.67767 -3.31102
N 1.08709 1.69011 -2.06633
C -0.07527 2.59363 -2.19126
C -0.87585 2.55150 -0.91134
O -0.15409 3.20925 0.11654
C -0.87946 3.31165 1.32937
H 4.68488 4.07539 -4.78494
H 5.85829 2.70521 -4.80311
H 5.42467 3.46340 -3.25692
H 2.61907 3.70745 -3.62925
H 3.32298 2.83951 -2.29193
H 2.37704 0.72043 -3.40616
H 1.18960 1.79617 -4.17082
H 0.68032 0.76814 -1.91707
H -0.70140 2.33443 -3.05370
H 0.30363 3.61206 -2.32871
H -1.09626 1.50251 -0.67068
H -1.81915 3.07113 -1.13874
H -1.20138 2.33039 1.67993
H -1.75788 3.96660 1.23826
H -0.22624 3.77038 2.06672
C 3.77021 4.63302 -0.53308
O 3.48002 3.41678 0.13025
C 4.63635 2.65435 0.39270
C 4.52375 1.80570 1.63916
N 3.45351 0.82080 1.59116
C 3.62393 -0.28063 2.53528
C 3.53809 0.11176 4.00070
O 4.66871 0.77244 4.51478
C 5.81328 -0.03949 4.68443
H 4.19480 5.35648 0.17652
H 2.83063 5.05627 -0.87580
H 4.52329 4.49356 -1.30990
H 5.52054 3.29346 0.54960
H 4.96184 2.06146 -0.47594
H 4.48906 2.34610 2.58012
H 5.49786 1.27556 1.60837
H 3.31741 0.33478 0.70232
H 4.56580 -0.81630 2.31582
H 2.87371 -1.04620 2.31740
H 3.31691 -0.77008 4.61977
H 2.66907 0.77037 4.07039
H 5.69056 -0.59461 5.62388
H 6.71297 0.56420 4.75985
H 5.90608 -0.74812 3.85852
C -4.55204 1.77013 -5.83876
O -4.30182 0.71551 -4.93155
C -3.52094 1.10153 -3.82106
C -2.52751 0.01287 -3.44333
N -1.28361 0.09404 -4.22016
C -1.39039 -0.45638 -5.56866
C -0.09609 -0.22080 -6.29675
O 0.89412 -1.05984 -5.76386
C 2.18196 -0.73229 -6.21485
H -5.14195 2.54655 -5.32778
H -5.27519 1.39191 -6.56272
H -3.65481 2.18237 -6.29954
H -4.19920 1.24326 -2.96289
H -3.00835 2.06644 -3.90920
H -3.08077 -0.92637 -3.61136
H -2.23935 0.07325 -2.39306
H -0.59817 -0.45099 -3.70380
H -2.20945 0.03817 -6.09137
H -1.66020 -1.52209 -5.54125
H 0.18693 0.84073 -6.21144
H -0.22032 -0.29057 -7.39038
H 2.87952 -1.15489 -5.49112
H 2.34332 0.35334 -6.26321
H 2.49272 -1.07827 -7.21061
C -9.57101 -1.38890 2.06882
O -8.45859 -1.13709 2.88210
C -8.20526 0.20876 3.22548
C -8.03524 1.12009 2.00947
N -6.79140 0.87188 1.30987
C -5.70203 1.74188 1.70638
C -4.35309 1.17552 1.30543
O -4.00111 0.18222 2.25039
C -2.74659 -0.38604 2.02184
H -10.30460 -0.57733 2.16897
H -10.02330 -2.32906 2.37582
H -9.31002 -1.43803 1.00591
H -7.24256 0.23780 3.74486
H -8.96738 0.50597 3.95816
H -8.09016 2.15701 2.34822
H -8.90336 0.97323 1.35766
H -6.52485 -0.10185 1.38376
H -5.64566 1.84822 2.80253
H -5.79332 2.73855 1.26659
H -3.60699 1.97560 1.39377
H -4.39638 0.78772 0.27987
H -2.73820 -1.23163 1.32983
H -2.31638 -0.74958 2.96028
H -2.01988 0.38628 1.73947

# 2
Formula: C31H20CaCl2N5O5
Source: the OMol25 dataset
Level of theory: the ωB97M-V functional and the def2-TZVPD basis

Calculated values
Charge: +1
E: -3441.40101 a.u.
E_HOMO: -9.8 eV
Energy relative to the best compared isomer or geometry (same formula, charge and spin): 0.0000 eV
Orbital gap: 6.90 eV
Lowest unoccupied orbital energy: -2.894 eV

Cartesian coordinates (Å):
Ca 0.46996 -0.18584 -0.10416
C -3.00297 0.33005 3.06893
C -3.37085 1.65227 2.91446
C -2.55350 2.50020 2.18249
C -1.39408 1.99376 1.62129
N -1.05519 0.70041 1.73265
C -1.84224 -0.10427 2.45182
C -0.43833 2.88051 0.86069
C -0.48580 4.26060 0.97746
C 0.43371 5.01686 0.27558
C 1.38816 4.38834 -0.50359
C 1.39109 3.00465 -0.56217
N 0.48071 2.27456 0.09700
C 2.42303 2.24000 -1.36113
C 3.45917 2.88295 -2.01614
C 4.37550 2.12898 -2.73263
C 4.23212 0.75657 -2.78231
C 3.16921 0.18856 -2.10433
N 2.28756 0.90338 -1.39882
H -3.60440 -0.36724 3.63585
H -4.28526 2.02613 3.35731
H -2.83261 3.53473 2.04377
H -1.53307 -1.14077 2.49975
H -1.21190 4.73728 1.61922
H 0.41546 6.09697 0.34529
H 2.11572 4.97136 -1.04757
H 3.56696 3.95660 -1.97375
H 5.19365 2.61286 -3.25057
H 4.91909 0.13094 -3.33492
H 2.99288 -0.87931 -2.12835
O 3.80922 -0.46901 3.46890
C 2.98474 -0.46582 2.41734
O 2.44747 0.51425 1.96850
C 2.79799 -1.84751 1.83308
C 3.49664 -2.97342 2.22960
C 3.21721 -4.16245 1.57195
C 2.27162 -4.18554 0.55380
C 1.62397 -3.00680 0.23696
N 1.88465 -1.87087 0.87901
C 0.68400 -2.83696 -0.95935
O 0.05234 -3.91317 -1.41397
O 0.83062 -1.86145 -1.68118
H 3.87614 0.45079 3.76374
H 4.22965 -2.91474 3.02077
H 3.74689 -5.06556 1.84551
H 2.06168 -5.09433 0.00641
H -0.23515 -4.46215 -0.66560
Cl -2.41144 -4.45745 0.95615
C -2.92093 -3.10723 -0.02044
C -4.20533 -3.16044 -0.60419
C -4.62446 -2.15211 -1.40701
Cl -6.21121 -2.22648 -2.11747
C -3.77784 -1.04181 -1.67533
C -4.14407 0.03016 -2.52334
C -3.27823 1.05736 -2.73555
C -2.02998 1.02402 -2.08564
N -1.64805 0.05451 -1.29259
C -2.50534 -1.00208 -1.07691
C -2.05043 -2.06195 -0.20644
O -0.86326 -2.01763 0.35438
H -4.84757 -4.00942 -0.41325
H -5.11576 0.01904 -2.99868
H -3.52585 1.88649 -3.38424
H -1.32371 1.83771 -2.22802

# 3
Formula: C6H11NO
Source: the OMol25 dataset
Level of theory: the ωB97M-V functional and the def2-TZVPD basis

Calculated values
Charge: 0
SMILES string: N/C=C/CCCC=O
E: -365.18102 a.u.
E_HOMO: -8.1 eV
Energy relative to the best compared isomer or geometry (same formula, charge and spin): 1.3727 eV
Orbital gap: 9.07 eV
Lowest unoccupied orbital energy: 0.992 eV

Cartesian coordinates (Å):
N -1.45501 -0.15467 -3.40091
C -1.25498 -0.72849 -2.15888
C -0.91056 -0.09016 -1.03466
C -0.70508 -0.85021 0.25352
C 0.75577 -0.95482 0.70622
C 1.52308 0.36802 0.86121
C 0.90426 1.22448 1.92005
O 1.28742 1.33666 3.05300
H -1.76396 -0.73882 -4.15219
H -1.65718 0.82460 -3.47117
H -1.40008 -1.80821 -2.15159
H -0.68577 0.96836 -1.07157
H -1.30777 -0.38585 1.04103
H -1.11099 -1.85444 0.20442
H 0.78435 -1.48914 1.66361
H 1.29710 -1.54220 -0.02769
H 2.56386 0.14515 1.09424
H 1.55871 0.91842 -0.08541
H -0.01828 1.73950 1.58289

no.,molar mass (g/mol)
1,857.8
2,653.5
3,113.2